No. 1
{
  "formula": "C4H12N2",
  "method": "ωB97M-V/def2-TZVPD",
  "max_force_ev_per_a": 3.769,
  "spin_multiplicity": 1,
  "species": ["H", "N", "C", "C", "H", "H", "H", "H", "C", "N", "C", "H", "H", "H", "H", "H", "H", "H"],
  "positions_angstrom": [[1.19444, -1.13469, -1.65929], [1.37671, -0.13726, -1.54602], [1.48527, 0.24750, -0.35452], [2.13973, -0.59638, 0.87467], [1.65254, 1.31071, -0.20370], [2.09864, -1.66187, 0.64566], [3.17699, -0.27834, 0.97804], [1.64217, -0.38221, 1.82292], [-1.37023, 1.28832, 0.62376], [-1.15494, -0.11810, 0.35935], [-1.75868, -0.61541, -0.85990], [-0.96785, 1.54499, 1.60277], [-2.43829, 1.50843, 0.61984], [-0.91028, 1.92206, -0.14662], [-0.40122, -0.68000, 0.76970], [-1.63256, -1.69591, -0.90923], [-2.81993, -0.36679, -0.86634], [-1.31250, -0.15507, -1.75111]],
  "atomic_forces_ev_per_a": [[0.667, -0.164, 0.192], [-1.433, 0.105, -0.365], [3.364, -0.971, 1.394], [-1.696, 0.769, -1.424], [-0.483, 0.313, 0.093], [0.018, 0.010, 0.104], [-0.035, 0.051, -0.215], [-0.049, -0.067, -0.044], [0.627, -0.598, -0.032], [-0.581, -0.748, 0.334], [0.602, 0.259, 0.424], [0.011, 0.127, -0.026], [-0.116, -0.044, 0.085], [0.073, 0.136, 0.061], [-0.778, 1.044, -0.342], [-0.117, -0.013, -0.109], [-0.155, -0.135, 0.006], [0.081, -0.076, -0.137]],
  "mulliken_charge": [0.24, -0.57, -0.01, -1.03, 0.35, 0.30, 0.34, 0.32, -0.94, -0.21, -1.02, 0.31, 0.30, 0.33, 0.31, 0.32, 0.29, 0.35]
}

No. 2
{
  "formula": "C4H12N2",
  "method": "ωB97M-V/def2-TZVPD",
  "max_force_ev_per_a": 6.856,
  "spin_multiplicity": 1,
  "species": ["C", "C", "C", "N", "C", "N", "H", "H", "H", "H", "H", "H", "H", "H", "H", "H", "H", "H"],
  "positions_angstrom": [[-1.71831, 0.53812, -1.58074], [-0.58578, -0.51951, -1.34451], [-0.58378, -0.72137, 0.26364], [-0.05033, 0.30554, 1.05440], [1.25589, 0.06353, 1.67988], [2.37708, 0.32718, 0.67209], [-1.61159, 1.39172, -0.94805], [-2.68751, 0.03308, -1.10822], [-1.85215, 0.74596, -2.62232], [-0.72448, -1.40560, -1.90362], [0.33003, -0.16788, -1.70833], [-0.06230, -1.75391, 0.43509], [-1.50023, -1.00155, 0.62321], [-0.47060, 1.22390, 0.95362], [1.27324, 0.62097, 2.54678], [1.27195, -1.06949, 1.93354], [3.24751, 0.30808, 0.96058], [2.09136, 1.08123, 0.09297]],
  "atomic_forces_ev_per_a": [[-1.451, -3.217, 1.344], [-2.026, 1.754, 2.801], [2.863, -2.984, -3.021], [1.420, -0.070, 0.938], [-0.244, -2.116, -3.327], [-6.765, -1.047, -0.366], [0.467, 0.898, -0.026], [1.629, 1.014, -1.430], [-0.305, 0.487, -0.441], [-0.749, -1.213, -0.256], [1.668, 0.833, -0.045], [-0.096, 2.036, -0.041], [-3.086, -0.247, 0.290], [0.608, -0.309, 0.302], [0.570, 1.350, 1.940], [0.095, 1.975, -0.218], [5.124, 0.185, 1.882], [0.281, 0.670, -0.326]],
  "mulliken_charge": [-1.03, -0.44, -0.89, -0.17, -0.53, -0.44, 0.31, 0.22, 0.35, 0.34, 0.31, 0.24, 0.57, 0.20, 0.36, 0.27, 0.14, 0.19]
}

No. 3
{
  "formula": "C4H12N2",
  "method": "ωB97M-V/def2-TZVPD",
  "max_force_ev_per_a": 5.013,
  "spin_multiplicity": 1,
  "species": ["C", "C", "C", "N", "C", "N", "H", "H", "H", "H", "H", "H", "H", "H", "H", "H", "H", "H"],
  "positions_angstrom": [[0.90368, -1.17028, 1.13047], [0.43220, -0.00700, 0.13126], [0.46513, 1.24062, 1.00314], [1.09365, 0.11617, -1.09008], [-1.06578, -0.48816, -0.17833], [-1.89336, 0.50599, -1.02581], [1.02062, -2.18243, 0.62553], [1.82401, -0.87886, 1.72253], [0.20793, -1.36639, 2.04337], [0.06829, 0.98316, 1.99985], [1.54403, 1.38050, 1.01997], [-0.09093, 2.11136, 0.68967], [1.01312, -0.79214, -1.71524], [2.07746, 0.37293, -1.10216], [-1.65431, -0.56333, 0.78755], [-1.02650, -1.54958, -0.62121], [-1.21196, 0.84075, -1.70551], [-2.58520, -0.16216, -1.45241]],
  "atomic_forces_ev_per_a": [[0.245, -0.640, 1.284], [-3.451, -2.514, 2.627], [0.226, -0.656, 0.091], [0.777, -2.089, -3.519], [-0.679, 0.598, 0.390], [0.765, -2.566, 0.758], [0.133, 1.320, 0.467], [-0.434, -0.384, -1.190], [0.521, 0.528, -1.878], [0.453, 0.094, -0.333], [0.075, 0.949, 0.669], [0.088, 0.167, -0.639], [0.157, 2.427, 1.859], [-0.245, 0.013, 0.470], [0.968, -0.083, -0.914], [0.026, 1.457, 0.374], [-0.507, -0.125, -0.453], [0.880, 1.505, -0.062]],
  "mulliken_charge": [-1.46, 1.17, -1.46, -0.61, -0.81, -0.63, 0.33, 0.34, 0.32, 0.30, 0.43, 0.32, 0.28, 0.25, 0.28, 0.40, 0.29, 0.27]
}

No. 4
{
  "formula": "C4H12N2",
  "method": "ωB97M-V/def2-TZVPD",
  "max_force_ev_per_a": 3.995,
  "spin_multiplicity": 1,
  "species": ["C", "N", "C", "C", "C", "N", "H", "H", "H", "H", "H", "H", "H", "H", "H", "H", "H", "H"],
  "positions_angstrom": [[0.08074, 0.19758, -2.50991], [0.86134, 0.44762, -1.21800], [0.16409, 1.00058, -0.03196], [0.00511, 0.13428, 1.36661], [-1.23590, -0.75596, 1.07545], [1.17099, -0.72183, 1.66392], [-0.12904, -0.83801, -2.87547], [-0.88237, 0.81292, -2.67618], [0.85484, 0.78765, -3.16472], [1.34002, -0.48278, -0.85873], [0.49525, 2.04835, 0.35638], [-0.84913, 1.11526, -0.31972], [-0.14068, 1.12051, 2.03565], [-1.72069, -0.65420, 0.11313], [-2.02222, -0.70720, 1.90729], [-0.97214, -1.86031, 1.05388], [0.96149, -1.39833, 2.48893], [2.01829, -0.24613, 1.59342]],
  "atomic_forces_ev_per_a": [[1.468, 2.762, -0.962], [0.171, -2.889, 1.982], [0.829, 0.431, 1.365], [0.069, 1.805, -2.178], [-0.580, -1.887, 2.500], [-3.518, -1.593, 1.025], [0.532, 0.713, 0.713], [1.355, -0.917, 1.026], [-1.808, -1.736, 0.033], [-1.296, 2.357, -1.225], [0.185, -1.586, -1.312], [-1.041, 0.583, -0.149], [-0.152, -2.731, -0.519], [-0.029, 0.697, -0.085], [0.904, 0.175, -1.211], [0.155, 1.212, 0.259], [1.150, 2.014, -1.971], [1.607, 0.591, 0.711]],
  "mulliken_charge": [-0.71, -0.33, -0.93, 0.62, -1.20, -0.67, 0.24, 0.28, 0.29, 0.28, 0.23, 0.37, 0.24, 0.29, 0.27, 0.36, 0.21, 0.18]
}

HOMO energy for every record listed, in sequence, given in eV: -8.2 -8.5 -9.2 -8.4.
ΔE to the lowest compared entry with this formula, charge and spin for every record listed, in sequence, given in eV: 1.9845 2.0486 1.2252 2.8807.
Total energy for every record listed, in sequence, given in eV: -7321.0443 -7320.9802 -7321.8035 -7320.1481.